# 1
Computed, not measured: a structure of composition C17H19F2MnN2O2P at a distorted geometry, with ωB97M-V/def2-TZVPD.

Positions of all 44 atoms, in Å:
Mn  -0.070  -0.250  0.113
C  -2.338  2.438  2.288
C  -1.478  1.486  1.488
O  -0.814  0.593  2.075
O  -1.420  1.607  0.239
H  -2.922  1.876  3.012
H  -2.988  2.977  1.605
H  -1.707  3.146  2.822
C  3.469  -0.395  1.401
P  2.172  0.452  0.402
C  2.234  2.129  1.149
C  3.050  0.649  -1.188
C  3.401  1.866  -1.759
C  3.963  1.900  -3.025
C  4.202  0.725  -3.717
C  3.847  -0.491  -3.155
C  3.257  -0.527  -1.907
H  3.654  -1.385  0.989
H  3.111  -0.512  2.424
H  4.392  0.186  1.391
H  3.243  2.543  1.126
H  1.900  2.033  2.183
H  1.538  2.791  0.631
H  3.232  2.793  -1.230
H  4.218  2.851  -3.465
H  4.645  0.753  -4.701
H  4.010  -1.413  -3.691
H  2.938  -1.468  -1.473
F  0.279  -2.422  1.286
C  -0.819  -2.169  0.460
F  -0.300  -2.533  -0.809
H  -1.577  -2.928  0.707
N  1.376  1.937  -5.787
C  0.657  1.361  -5.103
C  -0.222  0.655  -4.256
C  -1.311  -0.073  -4.759
C  -2.109  -0.737  -3.845
C  -1.814  -0.662  -2.495
N  -0.757  0.014  -2.012
C  0.005  0.665  -2.883
H  -1.505  -0.097  -5.820
H  -2.963  -1.306  -4.172
H  -2.441  -1.149  -1.759
H  0.841  1.228  -2.485

- largest force on an atom (eV/Å) = 2.727
- total charge = 0
- frontier orbital gap (alpha / beta) (eV) = 7.7 / 7.6
- E_HOMO (alpha / beta) (eV) = -7.97 / -7.94
- spin multiplicity = 2
- relative energy (zero: lowest compared OMol25 entry of this formula, charge and spin) (eV) = 1.769

---

# 2
Computed, not measured: a structure of composition CH2O2S3 at a distorted geometry, with ωB97M-V/def2-TZVPD.

Positions of all 8 atoms, in Å:
C  -0.201  -0.808  0.095
O  -0.289  -1.325  2.746
O  -0.656  -3.193  1.088
S  -2.040  -0.711  0.225
S  0.754  0.623  0.849
S  -0.602  -1.779  1.413
H  0.032  -1.185  -0.842
H  1.349  1.227  -0.297

- largest force on an atom (eV/Å) = 3.652
- total charge = 0
- frontier orbital gap (eV) = 9.3
- E_HOMO (eV) = -9.83
- relative energy (zero: lowest compared OMol25 entry of this formula, charge and spin) (eV) = 1.801

---

# 3
Computed, not measured: the molecule C2H5NOS at a distorted geometry, with ωB97M-V/def2-TZVPD.

Positions of all 10 atoms, in Å:
C  1.733  0.296  0.050
C  0.594  0.843  -0.256
N  -1.141  -1.579  -0.152
O  -2.189  0.764  0.015
S  -1.008  -0.069  0.081
H  2.802  0.751  -0.148
H  1.518  -0.707  0.500
H  0.390  1.790  -0.815
H  -1.896  -1.925  -0.767
H  -0.803  -0.164  1.491

- largest force on an atom (eV/Å) = 5.932
- total charge = 0
- frontier orbital gap (alpha / beta) (eV) = 6.1 / 7.1
- E_HOMO (alpha / beta) (eV) = -5.39 / -10.40
- spin multiplicity = 3
- relative energy (zero: lowest compared OMol25 entry of this formula, charge and spin) (eV) = 4.472